Entry A
Formula: CH6OSi2
Source: the OMol25 dataset
Level of theory: ωB97M-V/def2-TZVPD

Results
LUMO energy	-0.571	eV
spin multiplicity	1
HOMO-LUMO gap	8.15	eV
structure (SMILES)	C=[SiH2].O=[SiH2]
HOMO	-8.7	eV

Positions of all 10 atoms, in Å:
C1 -2.52 0.29 0.70
O1 2.93 -1.15 0.54
Si1 3.00 0.21 -0.09
Si2 -1.52 -0.47 -0.46
H1 -3.24 -0.38 1.25
H2 -2.45 1.27 1.19
H3 4.29 1.05 -0.02
H4 1.95 0.79 -1.04
H5 -1.95 -1.88 -0.83
H6 -0.49 0.26 -1.25



Entry B
Formula: CH6OSi2
Source: the OMol25 dataset
Level of theory: ωB97M-V/def2-TZVPD

Results
LUMO energy (spin up / spin down)	-1.387 / -1.124	eV
spin multiplicity	1
HOMO-LUMO gap (spin up / spin down)	8.13 / 7.32	eV
HOMO (spin up / spin down)	-9.5 / -8.4	eV

Positions of all 10 atoms, in Å:
C1 1.89 0.08 -0.03
O1 2.15 -1.06 0.29
Si1 -1.60 -0.90 -0.12
Si2 0.10 0.64 -0.28
H1 2.70 0.82 -0.11
H2 -2.86 -0.26 -0.51
H3 -1.39 -2.04 -1.03
H4 -1.74 -1.40 1.25
H5 0.08 1.81 -1.15
H6 0.68 2.31 1.69



Entry C
Formula: CH6OSi2
Source: the OMol25 dataset
Level of theory: ωB97M-V/def2-TZVPD

Results
LUMO energy	-0.042	eV
spin multiplicity	1
HOMO-LUMO gap	9.54	eV
structure (SMILES)	O=C[SiH2][SiH3]
HOMO	-9.6	eV

Positions of all 10 atoms, in Å:
C1 -0.32 1.30 1.87
O1 0.16 2.02 2.75
Si1 -0.50 -0.95 -0.67
Si2 0.28 1.13 0.08
H1 -1.28 0.89 2.09
H2 -1.37 -0.75 -1.98
H3 0.50 -1.95 -0.62
H4 -1.53 -1.76 0.29
H5 1.78 1.49 0.08
H6 -0.61 1.82 -0.81



Result of the stability comparison: entry C is the most stable of them.



Entry A
Formula: C29H28N4O4
Source: the OMol25 dataset
Level of theory: ωB97M-V/def2-TZVPD

Results
LUMO energy	-0.279	eV
spin multiplicity	1
HOMO-LUMO gap	7.88	eV
structure (SMILES)	CN(Cc1ccccc1)c1ccc([C@@H](CC(N)=O)NC(=O)Cc2cccc3ccccc23)cc1[N+](=O)[O-]
HOMO	-8.2	eV

Positions of all 65 atoms, in Å:
C1 3.52 2.35 -0.92
N1 2.71 1.17 -1.04
C2 1.38 1.17 -0.77
C3 0.49 0.35 -1.50
C4 -0.87 0.45 -1.35
C5 -1.45 1.38 -0.49
C6 -0.61 2.17 0.26
C7 0.78 2.05 0.16
N2 1.53 2.73 1.16
O1 2.55 2.20 1.57
O2 1.08 3.77 1.61
H1 -1.00 2.86 0.99
C8 -2.95 1.44 -0.29
N3 -3.41 0.12 0.11
C9 -3.65 -0.19 1.40
O3 -3.78 0.64 2.27
C10 -3.76 -1.69 1.65
C11 -2.81 -2.47 0.78
C12 -3.29 -3.39 -0.12
C13 -2.44 -4.11 -0.96
C14 -1.09 -3.90 -0.91
C15 -0.54 -2.97 -0.01
C16 0.85 -2.75 0.06
C17 1.38 -1.84 0.94
C18 0.53 -1.11 1.78
C19 -0.83 -1.30 1.74
C20 -1.40 -2.24 0.85
H2 -1.46 -0.73 2.40
H3 0.95 -0.39 2.46
H4 2.44 -1.69 1.00
H5 1.49 -3.32 -0.59
H6 -0.42 -4.45 -1.56
H7 -2.86 -4.82 -1.65
H8 -4.36 -3.56 -0.18
H9 -3.57 -1.87 2.71
H10 -4.79 -2.00 1.44
H11 -3.31 -0.62 -0.56
C21 -3.69 1.89 -1.56
C22 -5.18 1.60 -1.41
O4 -5.75 0.75 -2.06
N4 -5.81 2.37 -0.50
H12 -5.31 2.97 0.13
H13 -6.77 2.16 -0.28
H14 -3.33 1.34 -2.42
H15 -3.53 2.96 -1.72
H16 -3.17 2.10 0.55
H17 -1.50 -0.20 -1.94
H18 0.88 -0.36 -2.21
C23 3.38 0.01 -1.59
C24 4.67 -0.29 -0.87
C25 5.78 -0.74 -1.59
C26 6.95 -1.06 -0.93
C27 7.04 -0.93 0.45
C28 5.94 -0.48 1.16
C29 4.76 -0.17 0.51
H19 3.92 0.20 1.07
H20 6.00 -0.37 2.23
H21 7.95 -1.18 0.96
H22 7.81 -1.40 -1.49
H23 5.72 -0.83 -2.66
H24 3.58 0.17 -2.66
H25 2.73 -0.86 -1.49
H26 4.05 2.41 0.04
H27 2.89 3.24 -1.03
H28 4.26 2.35 -1.72



Entry B
Formula: C29H28N4O4
Source: the OMol25 dataset
Level of theory: ωB97M-V/def2-TZVPD

Results
LUMO energy	0.678	eV
spin multiplicity	1
HOMO-LUMO gap	8.52	eV
structure (SMILES)	COc1ccccc1-n1cc(C(=O)NCC(=O)N2CCN(c3ccccc3)CC2)c2ccccc2c1=O
HOMO	-7.8	eV

Positions of all 65 atoms, in Å:
C1 2.61 2.65 5.76
H1 1.68 2.83 6.30
O1 2.23 2.08 4.53
C2 3.20 1.64 3.69
C3 4.56 1.89 3.84
C4 5.45 1.46 2.87
C5 5.02 0.77 1.75
C6 3.67 0.50 1.61
C7 2.77 0.92 2.57
N1 1.38 0.62 2.44
C8 0.71 1.06 1.35
C9 -0.62 0.85 1.15
C10 -1.36 0.16 2.18
C11 -2.74 -0.04 2.14
C12 -3.39 -0.73 3.15
C13 -2.67 -1.24 4.23
C14 -1.31 -1.05 4.29
C15 -0.64 -0.35 3.29
C16 0.80 -0.17 3.43
O2 1.47 -0.65 4.32
H2 -0.73 -1.43 5.12
H3 -3.19 -1.79 5.01
H4 -4.46 -0.87 3.10
H5 -3.30 0.36 1.32
C17 -1.27 1.30 -0.10
O3 -2.45 1.59 -0.21
N2 -0.43 1.41 -1.17
H6 0.49 0.98 -1.16
C18 -0.95 1.61 -2.50
C19 -0.10 0.77 -3.44
O4 1.03 0.46 -3.12
N3 -0.63 0.43 -4.64
C20 -2.02 0.58 -5.00
H7 -2.43 1.51 -4.60
C21 -2.81 -0.66 -4.47
N4 -1.89 -1.73 -4.15
C22 -1.51 -1.92 -2.81
C23 -2.47 -1.87 -1.80
C24 -2.13 -2.06 -0.48
C25 -0.82 -2.32 -0.12
C26 0.13 -2.41 -1.11
C27 -0.20 -2.23 -2.44
H8 0.59 -2.30 -3.18
H9 1.16 -2.63 -0.86
H10 -0.56 -2.46 0.92
H11 -2.90 -2.02 0.27
H12 -3.51 -1.69 -2.05
C28 -0.93 -1.91 -5.21
H13 -1.51 -2.07 -6.13
C29 -0.01 -0.67 -5.37
H14 0.97 -0.83 -4.94
H15 0.10 -0.39 -6.42
H16 -0.35 -2.81 -5.03
H17 -3.51 -1.01 -5.24
H18 -3.38 -0.39 -3.59
H19 -2.07 0.63 -6.09
H20 -0.88 2.66 -2.79
H21 -2.01 1.32 -2.49
H22 1.30 1.64 0.66
H23 3.31 -0.05 0.75
H24 5.72 0.44 1.00
H25 6.51 1.66 3.00
H26 4.93 2.43 4.70
H27 3.23 1.96 6.34
H28 3.13 3.60 5.62



Result of the stability comparison: entry B is the most stable of them.



Entry A
Formula: C5H15NO
Source: the OMol25 dataset
Level of theory: ωB97M-V/def2-TZVPD

Results
LUMO energy	0.763	eV
spin multiplicity	1
HOMO-LUMO gap	9.82	eV
structure (SMILES)	CCCCCN.O
HOMO	-9.1	eV

Positions of all 22 atoms, in Å:
C1 0.86 2.04 1.31
C2 1.08 0.55 1.22
C3 -0.32 -0.05 1.34
C4 -1.29 0.31 0.15
C5 -1.03 -0.23 -1.32
N1 -1.57 -1.55 -1.70
H1 0.23 2.56 0.59
H2 1.69 2.66 1.17
H3 0.29 2.14 2.23
H4 1.43 0.43 0.14
H5 1.85 0.22 1.78
H6 -0.82 0.31 2.20
H7 -0.22 -1.11 1.49
H8 -1.42 1.38 0.08
H9 -2.29 -0.11 0.36
H10 0.07 -0.01 -1.52
H11 -1.49 0.45 -2.00
H12 -1.35 -1.79 -2.63
H13 -1.05 -2.26 -1.13
H14 2.05 -2.46 -1.84
H15 1.81 -1.35 -0.79
O1 1.51 -2.13 -1.11



Entry B
Formula: C5H15NO
Source: the OMol25 dataset
Level of theory: ωB97M-V/def2-TZVPD

Results
LUMO energy	0.571	eV
spin multiplicity	1
HOMO-LUMO gap	9.17	eV
structure (SMILES)	CCCCCN.O
HOMO	-8.6	eV

Positions of all 22 atoms, in Å:
C1 -1.58 1.83 1.22
C2 -0.29 1.52 0.48
C3 0.59 0.34 1.01
C4 -0.14 -1.01 1.08
C5 -0.37 -1.58 -0.35
N1 0.89 -2.25 -0.75
H1 -2.13 0.90 1.26
H2 -2.10 2.61 0.64
H3 -1.39 2.34 2.17
H4 -0.50 1.24 -0.56
H5 0.42 2.36 0.46
H6 1.09 0.62 1.94
H7 1.39 0.19 0.28
H8 -1.06 -0.98 1.67
H9 0.55 -1.66 1.63
H10 -0.55 -0.75 -1.03
H11 -1.23 -2.26 -0.33
H12 0.71 -3.14 -1.17
H13 1.49 -1.68 -1.33
H14 1.69 0.11 -3.40
H15 1.12 1.09 -2.40
O1 1.40 0.16 -2.49



Result of the stability comparison: entry B is the most stable of them.



Entry A
Formula: C4H15N2O
Source: the OMol25 dataset
Level of theory: ωB97M-V/def2-TZVPD

Results
total charge	+1
LUMO energy	-3.210	eV
spin multiplicity	1
HOMO-LUMO gap	9.24	eV
HOMO	-12.5	eV

Positions of all 22 atoms, in Å:
N1 -1.28 -1.47 0.45
C1 -0.17 -0.64 1.02
C2 -0.80 0.24 2.12
C3 0.57 0.08 -0.09
N2 0.93 1.43 0.30
C4 1.95 1.95 -0.58
H1 -1.22 -1.59 -0.56
H2 -1.37 -2.40 0.85
H3 -2.14 -0.95 0.64
H4 0.51 -1.35 1.52
H5 -1.40 1.10 1.88
H6 0.01 0.44 2.82
H7 -1.43 -0.43 2.74
H8 1.48 -0.50 -0.35
H9 0.00 0.09 -1.11
H10 0.09 1.99 0.34
H11 2.10 3.03 -0.52
H12 2.95 1.61 -0.27
H13 1.74 1.73 -1.62
H14 -0.45 -0.58 -3.07
H15 -0.98 -2.02 -3.11
O1 -0.82 -1.28 -2.52



Entry B
Formula: C4H15N2O
Source: the OMol25 dataset
Level of theory: ωB97M-V/def2-TZVPD

Results
total charge	+1
LUMO energy	-3.405	eV
spin multiplicity	1
HOMO-LUMO gap	9.04	eV
HOMO	-12.4	eV

Positions of all 22 atoms, in Å:
C1 0.35 -1.35 -0.89
N1 1.49 -0.46 -1.16
C2 2.83 -0.53 -0.55
C3 -0.71 -0.83 0.21
N2 -0.94 0.70 -0.04
C4 -2.40 0.93 -0.39
H1 -0.20 -1.42 -1.81
H2 0.68 -2.48 -0.53
H3 1.61 -0.30 -2.15
H4 3.49 -1.19 -1.03
H5 3.27 0.46 -0.73
H6 2.79 -0.81 0.57
H7 -1.66 -1.33 0.08
H8 -0.24 -0.92 1.17
H9 -0.36 1.02 -0.74
H10 -0.79 1.32 1.09
H11 -2.76 0.14 -1.12
H12 -2.96 0.93 0.52
H13 -2.57 1.95 -0.80
H14 -1.07 1.53 3.04
H15 0.44 1.06 2.89
O1 -0.30 1.60 2.38



Result of the stability comparison: entry A is the most stable of them.